Record 1
This record from the OMol25 dataset describes 17 unconnected molecules or ions with the total composition C27H56Cl32FN2O in a non-equilibrium geometry. The level of theory is wB97M-V/def2-TZVPD.

Last columns: bonded neighbours and bond lengths (Å).
Geometry (Å):
1 C 2.12 3.20 4.93  C2 1.635, H16 1.146, H17 1.154, H18 1.156
2 C 2.78 1.73 4.68  C1 1.635, N3 1.502, H19 1.146, H20 1.152
3 N 2.92 1.43 3.21  C2 1.502, C4 1.498, H21 1.034
4 C 3.47 0.06 2.94  N3 1.498, C5 1.613, C9 1.649, C15 1.646
5 C 2.72 -0.71 1.73  C4 1.613, C6 1.612, H22 1.152, H23 1.162
6 C 1.22 -1.20 2.05  C5 1.612, C7 1.604, F8 1.470, H24 1.160
7 C 0.66 -0.83 3.51  C6 1.604, H25 1.162, H26 1.145, H27 1.168
8 F 1.19 -2.66 1.89  C6 1.470
9 C 4.97 0.27 2.29  C4 1.649, N10 1.529, H28 1.145, H29 1.164
10 N 6.06 -0.36 3.16  C9 1.529, C11 1.506, H30 1.039, H31 1.047
11 C 5.45 -0.38 4.53  N10 1.506, C12 1.617, C15 1.612, H32 1.146
12 C 5.97 -1.44 5.64  C11 1.617, O13 1.448, H33 1.165, H34 1.146
13 O 6.22 -2.77 5.13  C12 1.448, C14 1.456
14 C 5.18 -3.72 5.53  O13 1.456, H35 1.162, H36 1.164, H37 1.146
15 C 3.95 -0.86 4.21  C4 1.646, C11 1.612, H38 1.164, H39 1.143
16 H 1.18 3.38 4.30  C1 1.146
17 H 1.82 3.23 6.05  C1 1.154
18 H 2.92 4.03 4.79  C1 1.156
19 H 2.09 0.97 5.19  C2 1.146
20 H 3.77 1.73 5.27  C2 1.152
21 H 3.54 2.18 2.85  N3 1.034
22 H 3.35 -1.65 1.48  C5 1.152
23 H 2.65 0.03 0.84  C5 1.162
24 H 0.49 -0.74 1.27  C6 1.160
25 H 1.24 -1.41 4.33  C7 1.162
26 H 0.60 0.29 3.73  C7 1.145
27 H -0.42 -1.26 3.56  C7 1.168
28 H 5.26 1.31 1.91  C9 1.145
29 H 5.08 -0.37 1.32  C9 1.164
30 H 6.80 0.38 3.16  N10 1.039
31 H 6.47 -1.26 2.80  N10 1.047
32 H 5.64 0.67 4.96  C11 1.146
33 H 7.01 -1.04 6.01  C12 1.165
34 H 5.28 -1.38 6.55  C12 1.146
35 H 5.60 -4.64 6.09  C14 1.162
36 H 4.69 -4.13 4.56  C14 1.164
37 H 4.35 -3.28 6.18  C14 1.146
38 H 4.06 -1.89 3.69  C15 1.164
39 H 3.23 -0.96 5.10  C15 1.143
40 C -3.42 -0.74 3.34  Cl41 1.768, Cl42 1.767, H43 1.090, H44 1.090
41 Cl -2.79 0.44 2.18  C40 1.768
42 Cl -2.68 -0.52 4.94  C40 1.767
43 H -4.50 -0.61 3.43  C40 1.090
44 H -3.20 -1.75 2.98  C40 1.090
45 C -3.18 1.08 -1.61  Cl46 1.768, Cl47 1.768, H48 1.090, H49 1.090
46 Cl -2.60 0.28 -3.08  C45 1.768
47 Cl -2.27 2.56 -1.29  C45 1.768
48 H -4.23 1.33 -1.74  C45 1.090
49 H -3.06 0.40 -0.77  C45 1.090
50 C -2.99 1.33 -6.67  Cl51 1.767, Cl52 1.768, H53 1.089, H54 1.090
51 Cl -2.41 0.53 -8.14  C50 1.767
52 Cl -2.08 2.81 -6.35  C50 1.768
53 H -4.04 1.58 -6.79  C50 1.089
54 H -2.87 0.65 -5.83  C50 1.090
55 C -6.17 0.87 -9.63  Cl56 1.767, Cl57 1.769, H58 1.089, H59 1.091
56 Cl -5.32 2.12 -10.54  C55 1.767
57 Cl -6.30 1.30 -7.92  C55 1.769
58 H -7.17 0.74 -10.04  C55 1.089
59 H -5.61 -0.07 -9.71  C55 1.091
60 C -6.36 1.30 5.38  Cl61 1.768, Cl62 1.767, H63 1.090, H64 1.090
61 Cl -5.61 2.09 3.98  C60 1.768
62 Cl -6.35 -0.46 5.19  C60 1.767
63 H -5.80 1.56 6.28  C60 1.090
64 H -7.39 1.64 5.47  C60 1.090
65 C -3.80 -3.09 -8.42  Cl66 1.768, Cl67 1.767, H68 1.090, H69 1.090
66 Cl -4.89 -1.70 -8.40  C65 1.768
67 Cl -3.03 -3.27 -10.00  C65 1.767
68 H -3.03 -2.95 -7.66  C65 1.090
69 H -4.37 -3.99 -8.20  C65 1.090
70 C -10.27 1.61 -8.79  Cl71 1.768, Cl72 1.768, H73 1.090, H74 1.090
71 Cl -9.70 0.82 -10.26  C70 1.768
72 Cl -9.36 3.09 -8.46  C70 1.768
73 H -11.32 1.87 -8.92  C70 1.090
74 H -10.16 0.93 -7.95  C70 1.090
75 C -1.58 5.87 -8.75  Cl76 1.768, Cl77 1.768, H78 1.090, H79 1.090
76 Cl -3.24 6.41 -9.00  C75 1.768
77 Cl -0.52 7.22 -8.30  C75 1.768
78 H -1.56 5.13 -7.95  C75 1.090
79 H -1.21 5.42 -9.67  C75 1.090
80 C 7.44 -5.04 8.55  Cl81 1.768, Cl82 1.768, H83 1.090, H84 1.090
81 Cl 8.01 -3.38 8.32  C80 1.768
82 Cl 5.98 -5.09 9.55  C80 1.768
83 H 7.22 -5.48 7.58  C80 1.090
84 H 8.23 -5.61 9.05  C80 1.090
85 C -5.92 -2.47 8.36  Cl86 1.768, Cl87 1.768, H88 1.090, H89 1.090
86 Cl -4.40 -3.28 7.94  C85 1.768
87 Cl -5.71 -0.72 8.43  C85 1.768
88 H -6.67 -2.71 7.61  C85 1.090
89 H -6.24 -2.83 9.34  C85 1.090
90 C -4.54 7.45 -12.49  Cl91 1.768, Cl92 1.768, H93 1.090, H94 1.090
91 Cl -5.17 8.86 -13.35  C90 1.768
92 Cl -3.26 6.65 -13.42  C90 1.768
93 H -4.12 7.78 -11.53  C90 1.090
94 H -5.35 6.74 -12.32  C90 1.090
95 C 1.20 8.20 -11.52  Cl96 1.768, Cl97 1.768, H98 1.090, H99 1.090
96 Cl -0.28 7.43 -12.10  C95 1.768
97 Cl 2.11 8.92 -12.86  C95 1.768
98 H 0.94 8.98 -10.81  C95 1.090
99 H 1.82 7.45 -11.03  C95 1.090
100 C 6.21 -5.35 2.19  Cl101 1.766, Cl102 1.770, H103 1.090, H104 1.091
101 Cl 7.73 -6.16 1.77  C100 1.766
102 Cl 6.42 -3.60 2.24  C100 1.770
103 H 5.46 -5.60 1.45  C100 1.090
104 H 5.89 -5.70 3.18  C100 1.091
105 C -6.39 -4.03 4.79  Cl106 1.767, Cl107 1.767, H108 1.090, H109 1.090
106 Cl -6.96 -5.00 6.15  C105 1.767
107 Cl -7.64 -3.83 3.57  C105 1.767
108 H -6.09 -3.05 5.16  C105 1.090
109 H -5.53 -4.53 4.34  C105 1.090
110 C 3.28 -7.49 5.16  Cl111 1.769, Cl112 1.767, H113 1.090, H114 1.090
111 Cl 3.90 -6.33 3.97  C110 1.769
112 Cl 4.04 -7.24 6.74  C110 1.767
113 H 2.20 -7.35 5.26  C110 1.090
114 H 3.49 -8.50 4.81  C110 1.090
115 C 7.46 2.31 0.37  Cl116 1.765, Cl117 1.771, H118 1.090, H119 1.090
116 Cl 8.31 3.55 -0.55  C115 1.765
117 Cl 7.35 2.75 2.08  C115 1.771
118 H 6.46 2.19 -0.03  C115 1.090
119 H 8.01 1.36 0.28  C115 1.090

Results
**Net charge**: +1
**Energy above the lowest of the compared OMol25 structures with the same formula, charge and spin**: 306.33 kJ/mol

***

Record 2
This record from the OMol25 dataset describes 3 unconnected molecules or ions with the total composition C27H57BClIN5O9P2S in a non-equilibrium geometry. The level of theory is wB97M-V/def2-TZVPD.

Last columns: bonded neighbours and bond lengths (Å).
Geometry (Å):
1 C 0.01 -4.89 1.81  C2 1.200, H34 1.059
2 C -0.53 -4.00 1.20  C1 1.200, C3 1.476
3 C -1.01 -2.83 0.45  C2 1.476, C4 1.559, H35 1.092, H36 1.091
4 C -1.02 -1.46 1.19  C3 1.559, P5 1.890, O7 1.414, C29 1.590
5 P 0.60 -1.36 2.15  C4 1.890, N6 1.580, H37 1.412, H38 1.421
6 N 0.68 -2.10 3.54  P5 1.580, H39 1.013
7 O -0.76 -0.53 0.15  C4 1.414, P8 1.771
8 P -2.08 0.59 -0.23  O7 1.771, C9 1.946, C16 1.900, C20 1.936, C24 1.934, O28 1.768
9 C -0.89 1.08 -1.68  P8 1.946, O10 1.438, H40 1.100, H41 1.102
10 O -1.07 2.42 -2.15  C9 1.438, C11 1.374
11 C -0.01 2.87 -2.89  O10 1.374, O12 1.420, H42 1.102, H43 1.103
12 O 0.96 3.39 -1.99  C11 1.420, C13 1.417
13 C 2.28 3.23 -2.50  O12 1.417, C14 1.527, H44 1.100, H45 1.097
14 C 3.24 3.40 -1.33  C13 1.527, O15 1.423, H46 1.093, H47 1.100
15 O 3.03 2.39 -0.35  C14 1.423, H48 0.958
16 C -3.49 1.77 -0.70  P8 1.900, O17 1.466, H49 1.096, H50 1.095
17 O -4.52 1.88 0.34  C16 1.466, N18 1.389
18 N -5.68 2.34 -0.27  O17 1.389, O19 1.178
19 O -6.15 3.23 0.34  N18 1.178
20 C -2.82 -0.70 -1.48  P8 1.936, B21 1.581, H51 1.098, H52 1.100
21 B -4.13 -1.47 -1.04  C20 1.581, O22 1.393, O23 1.403
22 O -5.34 -0.85 -0.70  B21 1.393, H53 0.964
23 O -4.21 -2.87 -1.03  B21 1.403, H54 0.962
24 C -1.12 1.85 0.87  P8 1.934, C25 1.538, H55 1.093, H56 1.091
25 C -1.89 3.00 1.54  C24 1.538, C26 1.530, I27 2.224, H57 1.087
26 C -2.74 2.66 2.77  C25 1.530, H58 1.091, H59 1.095, H60 1.088
27 I -0.32 4.36 2.33  C25 2.224
28 O -3.00 -0.09 1.13  P8 1.768, C29 1.335
29 C -2.37 -0.99 1.89  C4 1.590, O28 1.335, Cl30 1.827, N31 1.510
30 Cl -2.09 -0.44 3.61  C29 1.827
31 N -3.18 -2.26 1.96  C29 1.510, C32 1.199
32 C -3.81 -2.52 2.95  N31 1.199, S33 1.568
33 S -4.35 -3.23 4.23  C32 1.568
34 H 0.33 -5.83 2.18  C1 1.059
35 H -0.33 -2.70 -0.39  C3 1.092
36 H -1.98 -3.10 0.02  C3 1.091
37 H 0.97 -0.01 2.32  P5 1.412
38 H 1.55 -1.95 1.28  P5 1.421
39 H -0.21 -2.52 3.74  N6 1.013
40 H 0.15 0.99 -1.34  C9 1.100
41 H -0.94 0.36 -2.52  C9 1.102
42 H 0.41 2.12 -3.58  C11 1.102
43 H -0.38 3.71 -3.51  C11 1.103
44 H 2.45 4.03 -3.23  C13 1.100
45 H 2.45 2.23 -2.91  C13 1.097
46 H 3.17 4.41 -0.92  C14 1.093
47 H 4.25 3.25 -1.75  C14 1.100
48 H 3.87 1.93 -0.25  O15 0.958
49 H -3.17 2.80 -0.88  C16 1.096
50 H -4.04 1.48 -1.60  C16 1.095
51 H -3.07 -0.26 -2.46  C20 1.098
52 H -2.07 -1.46 -1.70  C20 1.100
53 H -5.99 -1.35 -1.20  O22 0.964
54 H -3.53 -3.18 -1.63  O23 0.962
55 H -0.61 1.31 1.68  C24 1.093
56 H -0.31 2.33 0.32  C24 1.091
57 H -2.46 3.65 0.89  C25 1.087
58 H -2.07 2.36 3.57  C26 1.091
59 H -3.22 3.58 3.13  C26 1.095
60 H -3.51 1.91 2.61  C26 1.088
61 C 2.24 -0.77 6.10  C62 1.519, H68 1.090, H69 1.088, H70 1.094
62 C 3.12 -1.90 6.61  C61 1.519, N63 1.456, H71 1.093, H72 1.102
63 N 4.51 -1.52 6.79  C62 1.456, C64 1.451, C66 1.451
64 C 5.39 -2.66 7.00  N63 1.451, C65 1.534, H73 1.095, H74 1.095
65 C 5.19 -3.50 8.27  C64 1.534, H75 1.090, H76 1.093, H77 1.090
66 C 4.75 -0.37 7.64  N63 1.451, C67 1.534, H78 1.093, H79 1.094
67 C 4.23 -0.43 9.09  C66 1.534, H80 1.091, H81 1.093, H82 1.090
68 H 2.64 -0.35 5.17  C61 1.090
69 H 1.24 -1.15 5.89  C61 1.088
70 H 2.14 0.04 6.83  C61 1.094
71 H 3.07 -2.70 5.87  C62 1.093
72 H 2.68 -2.30 7.54  C62 1.102
73 H 6.43 -2.31 6.97  C64 1.095
74 H 5.29 -3.32 6.14  C64 1.095
75 H 5.57 -2.98 9.16  C65 1.090
76 H 5.76 -4.43 8.18  C65 1.093
77 H 4.15 -3.76 8.43  C65 1.090
78 H 4.31 0.50 7.16  C66 1.093
79 H 5.83 -0.16 7.66  C66 1.094
80 H 3.21 -0.81 9.15  C67 1.091
81 H 4.23 0.58 9.51  C67 1.093
82 H 4.87 -1.03 9.73  C67 1.090
83 C -2.21 0.73 -5.94  C84 1.521, H90 1.091, H91 1.091, H92 1.091
84 C -1.82 0.93 -7.39  C83 1.521, N85 1.452, H93 1.094, H94 1.101
85 N -0.39 1.04 -7.60  C84 1.452, C86 1.452, C88 1.453
86 C -0.03 1.52 -8.92  N85 1.452, C87 1.533, H95 1.094, H96 1.095
87 C -0.39 0.63 -10.13  C86 1.533, H97 1.089, H98 1.093, H99 1.090
88 C 0.41 -0.06 -7.09  N85 1.453, C89 1.534, H100 1.093, H101 1.093
89 C 0.11 -1.47 -7.61  C88 1.534, H102 1.091, H103 1.092, H104 1.089
90 H -1.79 1.51 -5.30  C83 1.091
91 H -3.29 0.76 -5.83  C83 1.091
92 H -1.87 -0.24 -5.56  C83 1.091
93 H -2.29 1.86 -7.73  C84 1.094
94 H -2.27 0.13 -8.00  C84 1.101
95 H 1.05 1.72 -8.95  C86 1.094
96 H -0.51 2.49 -9.07  C86 1.095
97 H 0.27 -0.23 -10.21  C87 1.089
98 H -0.27 1.21 -11.05  C87 1.093
99 H -1.42 0.28 -10.09  C87 1.090
100 H 0.31 -0.07 -6.00  C88 1.093
101 H 1.47 0.16 -7.26  C88 1.093
102 H -0.96 -1.68 -7.63  C89 1.091
103 H 0.57 -2.21 -6.95  C89 1.092
104 H 0.52 -1.64 -8.60  C89 1.089

Results
**Net charge**: -1

***

no.,total energy (eV),Kohn-Sham gap (eV),HOMO level (eV)
1,-437360.183,8.8798,-11.393
2,-105509.163,7.6153,-5.472